{"formula": "C6H8ClN", "method": "ωB97M-V/def2-TZVPD", "lumo_energy_ev": 1.041, "max_force_ev_per_a": 1.2, "de_lowest_ev": 2.203, "charge": 0, "species": ["C", "C", "C", "C", "C", "C", "H", "H", "H", "H", "H", "H", "H", "H", "N", "Cl"], "coordinates": [[0.033, -1.972, -0.553], [0.727, 0.137, 0.717], [-0.139, 1.066, 1.559], [-1.167, 1.282, 0.746], [-0.803, 0.441, -0.480], [0.676, 0.950, -0.611], [0.698, -1.824, -1.414], [-0.884, -2.402, -0.909], [0.480, -2.696, 0.116], [1.656, -0.299, 1.103], [0.087, 1.426, 2.515], [-2.085, 1.868, 0.879], [-1.433, 0.364, -1.329], [0.838, 2.032, -0.548], [-0.340, -0.791, 0.219], [1.655, 0.419, -2.010]]}